1.
Density functional theory data (ωB97M-V with the def2-TZVPD basis set) for a cluster of 6 separate species, C24H46O12 in total in a non-equilibrium geometry.

Structure (XYZ):
```
82
Properties=species:S:1:pos:R:3:forces:R:3
O 6.146 1.785 7.115 0.09 0.25 -0.35
C 6.248 0.845 6.371 -0.40 -0.19 1.14
O 5.398 0.593 5.358 0.34 -0.51 -0.48
C 4.630 1.665 4.818 0.23 0.62 0.10
C 5.482 2.499 3.868 0.00 -0.03 -0.40
C 7.278 -0.252 6.507 -0.66 0.30 -0.46
H 4.246 2.277 5.636 0.00 0.00 -0.03
H 3.798 1.211 4.285 -0.01 -0.12 0.07
H 4.930 3.384 3.548 0.04 0.07 0.15
H 5.747 1.965 2.952 -0.18 -0.25 0.10
H 6.435 2.805 4.300 -0.19 0.13 0.32
H 8.131 0.129 7.058 0.23 0.05 -0.37
H 7.425 -0.551 5.469 0.77 -0.35 0.30
H 6.899 -1.102 7.074 -0.29 0.03 -0.10
O -0.450 -1.326 4.918 -0.06 -0.85 0.00
C -0.857 -0.214 5.086 0.47 0.04 -0.51
O -1.856 0.322 4.374 0.03 1.12 0.71
C -2.656 -0.432 3.485 -0.61 -0.50 -0.57
C -2.863 0.353 2.212 -0.26 1.06 -0.84
C -0.192 0.738 6.037 0.19 0.65 0.21
H -3.637 -0.541 3.955 0.12 -0.20 0.16
H -2.248 -1.427 3.302 0.22 0.15 0.08
H -1.963 0.787 1.771 0.27 -0.34 0.27
H -3.526 1.214 2.343 0.08 -0.01 0.47
H -3.346 -0.185 1.399 0.20 -0.51 0.27
H -0.501 0.554 7.066 -0.20 -0.09 -0.06
H -0.356 1.791 5.811 -0.31 -0.10 -0.08
H 0.885 0.580 6.016 -0.03 -0.26 -0.11
O 4.520 3.689 -3.555 0.14 0.76 -0.01
C 3.629 2.946 -3.251 0.56 -0.72 -0.35
O 2.387 3.042 -3.724 -0.59 -0.40 0.94
C 1.872 4.284 -4.136 -0.41 1.28 -1.56
C 0.378 4.077 -4.413 0.88 -0.54 0.20
C 3.838 1.778 -2.317 -0.69 0.43 -0.31
H 2.346 4.602 -5.075 0.02 -0.33 -0.04
H 2.092 5.155 -3.510 0.01 -0.62 0.80
H -0.132 3.626 -3.562 0.04 0.18 0.14
H 0.367 3.331 -5.209 -0.46 0.18 -0.17
H -0.107 5.004 -4.705 -0.01 -0.02 -0.12
H 4.877 1.857 -2.021 -0.09 -0.31 0.44
H 3.596 0.807 -2.746 0.16 0.10 -0.34
H 3.083 1.898 -1.536 0.42 0.03 0.30
O -4.201 -3.458 -5.951 0.16 0.63 0.05
C -3.141 -3.499 -5.369 -0.89 -1.11 -0.51
O -2.463 -2.457 -4.918 0.53 0.38 0.34
C -2.999 -1.157 -5.117 -0.10 1.07 -0.16
C -2.537 -0.557 -6.445 0.26 -0.87 -0.01
C -2.484 -4.792 -5.012 0.78 -0.41 -0.10
H -2.574 -0.497 -4.361 0.17 -0.49 0.30
H -4.072 -1.159 -4.922 -0.06 -0.14 -0.46
H -1.512 -0.912 -6.581 0.09 0.24 0.06
H -2.505 0.528 -6.396 -0.24 0.03 -0.14
H -3.067 -0.933 -7.320 -0.33 0.22 0.11
H -2.122 -4.695 -3.988 -0.11 -0.41 0.04
H -1.625 -5.048 -5.642 0.16 0.64 0.01
H -3.130 -5.644 -5.206 -0.44 0.24 0.50
O 0.571 1.240 -1.424 0.59 0.42 0.66
C -0.027 0.290 -0.995 -0.80 0.43 -1.24
O 0.148 -0.311 0.182 -0.38 0.37 0.52
C 0.908 0.364 1.170 1.70 -0.38 1.51
C 2.401 0.129 0.954 0.31 -0.09 -0.49
C -1.109 -0.375 -1.771 -0.29 -2.00 0.67
H 0.715 -0.111 2.135 -0.59 -0.36 -0.29
H 0.661 1.407 1.371 -0.24 0.16 -0.90
H 2.818 0.713 0.134 -0.13 -0.05 0.06
H 2.542 -0.929 0.719 -0.06 0.01 -0.12
H 3.032 0.292 1.830 -0.35 0.29 0.19
H -1.490 0.109 -2.657 0.30 0.42 0.07
H -1.903 -0.712 -1.100 -0.21 0.57 0.00
H -0.740 -1.379 -2.024 0.17 0.20 -0.43
O -3.022 -3.128 -1.631 0.37 0.78 0.34
C -3.949 -2.701 -0.996 0.48 -1.96 -1.30
O -3.816 -2.117 0.211 -0.01 0.23 0.72
C -5.076 -2.100 0.886 -2.04 -0.77 -1.07
C -5.978 -2.998 0.015 -1.60 -0.83 -0.64
C -5.393 -2.925 -1.398 1.17 1.84 1.71
H -5.563 -1.124 0.902 0.70 0.34 0.09
H -5.127 -2.545 1.877 1.05 0.30 0.18
H -7.030 -2.699 -0.006 0.17 0.34 0.29
H -6.040 -4.028 0.375 0.50 0.00 0.02
H -5.622 -1.924 -1.789 -0.57 -0.38 -0.53
H -5.455 -3.724 -2.120 -0.33 -0.08 0.05
```
Forces are in eV/Å.

The spin multiplicity is 1. Its structure (SMILES) is CCOC(C)=O.CCOC(C)=O.CCOC(C)=O.CCOC(C)=O.CCOC(C)=O.O=C1CCCO1. The value obtained for the HOMO energy is -10.03 eV. The LUMO energy comes out at 0.4 eV. For the gap between HOMO and LUMO, the calculation gives 0.384 Eh.

2.
Density functional theory data (ωB97M-V with the def2-TZVPD basis set) for the molecule C24H46O6.

Structure (XYZ):
```
76
Properties=species:S:1:pos:R:3:forces:R:3
C 2.839 5.066 3.441 -0.10 -0.14 -0.20
C 2.233 3.814 2.819 0.04 -0.07 0.23
C 2.974 2.531 3.198 0.08 0.12 -0.15
C 4.419 2.448 2.706 -0.10 0.02 -0.07
C 4.584 2.524 1.187 -0.11 -0.06 0.08
C 3.855 1.431 0.404 0.26 0.01 0.20
C 4.353 0.025 0.735 -0.07 0.04 -0.34
C 3.871 -1.025 -0.266 -0.12 0.00 0.38
C 2.382 -1.345 -0.144 0.30 -0.07 -0.41
C 1.922 -2.259 -1.276 -0.28 0.15 0.41
C 0.442 -2.627 -1.182 0.26 -0.12 -0.41
C 0.010 -3.426 -2.411 -0.20 -0.16 0.33
C -1.367 -4.077 -2.296 0.13 0.33 -0.17
C -2.529 -3.084 -2.218 -0.03 -0.45 -0.07
C -3.852 -3.794 -2.501 -0.06 0.29 0.21
C -5.091 -2.917 -2.329 0.05 -0.16 -0.15
H -5.971 -3.526 -2.544 -0.04 0.05 0.06
H -5.166 -2.575 -1.296 -0.09 -0.07 0.00
C -5.101 -1.700 -3.261 0.01 -0.07 0.20
C -4.348 -0.511 -2.720 -0.20 -0.11 -0.19
O -3.600 0.182 -3.371 0.14 0.16 -0.06
O -4.653 -0.281 -1.445 -0.19 -0.33 0.00
C -4.142 0.887 -0.807 0.39 0.43 0.17
H -4.483 1.778 -1.345 0.02 -0.09 0.06
H -4.577 0.861 0.193 0.02 -0.02 -0.18
C -2.610 0.932 -0.700 -0.48 -0.31 0.43
O -2.030 1.696 -1.729 0.23 0.27 -0.29
H -2.390 1.357 -2.572 0.04 0.04 0.25
H -2.227 -0.102 -0.724 -0.06 0.09 0.06
C -2.226 1.570 0.651 0.13 0.15 -0.56
O -2.780 0.825 1.717 -0.28 0.03 0.02
C -1.773 -0.013 2.244 0.40 0.01 0.02
H -1.669 -0.930 1.647 0.01 0.00 0.04
H -2.063 -0.269 3.264 0.07 -0.07 -0.02
C -0.483 0.812 2.168 -0.16 -0.54 -0.41
O -0.350 1.711 3.237 -0.07 0.33 0.39
H -0.268 1.219 4.061 -0.01 0.02 -0.07
H 0.404 0.173 2.069 -0.05 0.07 -0.06
C -0.689 1.623 0.877 -0.20 0.44 0.50
O 0.065 1.049 -0.150 0.20 -0.22 -0.35
H -0.254 1.418 -0.990 -0.03 -0.08 0.04
H -0.371 2.658 1.058 -0.04 -0.14 0.04
H -2.661 2.574 0.690 0.03 -0.03 0.00
H -6.132 -1.361 -3.397 0.02 0.04 -0.04
H -4.694 -1.952 -4.241 -0.01 0.10 0.02
H -3.831 -4.183 -3.522 0.01 -0.09 -0.03
H -3.943 -4.649 -1.827 0.01 -0.09 -0.05
H -2.372 -2.291 -2.951 0.06 0.13 -0.02
H -2.563 -2.628 -1.226 0.00 0.14 0.06
H -1.515 -4.708 -3.177 -0.06 -0.09 0.02
H -1.390 -4.729 -1.420 -0.02 -0.10 0.01
H 0.744 -4.218 -2.582 0.07 0.03 -0.07
H 0.026 -2.771 -3.286 0.05 0.00 -0.09
H 0.272 -3.221 -0.280 -0.06 -0.01 0.10
H -0.146 -1.712 -1.099 -0.10 0.08 0.10
H 2.520 -3.175 -1.273 0.05 -0.04 -0.09
H 2.099 -1.755 -2.229 0.06 -0.01 -0.10
H 1.798 -0.426 -0.177 -0.04 -0.01 0.09
H 2.195 -1.831 0.817 -0.05 0.01 0.11
H 4.442 -1.946 -0.121 0.03 -0.03 -0.09
H 4.078 -0.669 -1.278 0.06 -0.02 -0.08
H 4.027 -0.261 1.737 0.06 -0.04 0.13
H 5.447 0.033 0.731 0.05 0.02 0.11
H 2.782 1.500 0.580 -0.14 0.02 -0.09
H 4.021 1.615 -0.661 -0.09 -0.01 -0.06
H 5.652 2.464 0.959 0.01 0.06 -0.06
H 4.235 3.497 0.836 0.06 0.09 -0.04
H 4.999 3.257 3.155 0.08 -0.04 0.06
H 4.851 1.510 3.064 0.08 0.02 0.06
H 2.412 1.684 2.804 -0.07 -0.13 0.06
H 2.979 2.442 4.288 -0.07 -0.07 0.04
H 1.199 3.711 3.154 0.00 0.01 -0.11
H 2.215 3.919 1.733 -0.09 0.00 -0.10
H 2.905 4.960 4.523 0.04 0.03 0.14
H 3.838 5.253 3.054 0.14 0.09 0.01
H 2.223 5.934 3.220 0.01 0.13 0.02
```
Forces are in eV/Å.

The spin multiplicity is 1. Its structure (SMILES) is CCCCCCCCCCCCCCCCCC(=O)OC[C@@H](O)[C@H]1OC[C@H](O)[C@H]1O. The value obtained for the HOMO energy is -9.92 eV. The LUMO energy comes out at 0.7 eV. As for the energy above the lowest of the compared OMol25 structures with the same formula, charge and spin: 0.028 eV. For the gap between HOMO and LUMO, the calculation gives 0.391 Eh.